# 1
15
Properties=species:S:1:pos:R:3:forces:R:3 method="wB97M-V/def2-TZVPD" molar_mass_g_mol=100.1 de_lowest_ev=0.7719 smiles="CCCC(=O)C=O" gap_ev=9.3962 max_force_ev_per_a=0.690
C 1.030 -1.431 1.551 0.03 -0.04 0.02
C 0.048 -0.344 1.124 -0.05 0.05 0.03
C 0.196 0.005 -0.352 -0.02 0.01 0.04
C -0.638 1.183 -0.779 -0.10 0.10 0.28
O -1.230 1.933 -0.032 0.28 -0.36 -0.39
C -0.741 1.454 -2.286 0.13 -0.25 -0.43
O -0.322 0.695 -3.126 -0.21 0.42 0.51
H 0.905 -2.337 0.946 0.02 0.13 0.10
H 0.885 -1.704 2.601 0.03 0.03 -0.15
H 2.066 -1.092 1.434 -0.15 -0.06 0.01
H 0.192 0.561 1.724 0.00 -0.13 -0.07
H -0.982 -0.669 1.312 0.14 0.05 -0.02
H 1.241 0.253 -0.596 -0.14 -0.01 0.01
H -0.046 -0.845 -1.003 0.02 0.13 0.07
H -1.255 2.404 -2.530 0.03 -0.08 0.00


# 2
18
Properties=species:S:1:pos:R:3:forces:R:3 method="wB97M-V/def2-TZVPD" molar_mass_g_mol=123.2 de_lowest_ev=7.6818 gap_ev=10.0818 max_force_ev_per_a=7.502
C 0.845 -0.500 -1.931 0.10 -1.33 3.12
C 0.625 0.493 -0.102 -0.95 3.06 6.45
C 0.170 1.081 1.270 -2.32 4.97 -0.19
C -1.352 0.673 0.839 -0.90 -0.96 -0.30
C -1.219 -0.915 0.310 4.21 2.55 1.23
C 0.313 -0.777 0.499 -0.11 -6.36 -3.98
C -0.084 -1.319 -0.895 -1.03 0.24 0.73
H 2.073 1.295 -1.267 -1.04 -2.66 0.18
H -0.152 0.822 -0.678 -1.95 0.93 -1.19
H 0.530 0.597 2.226 -0.43 0.71 -1.23
H 0.045 2.312 1.421 0.88 -2.91 -0.28
H -2.028 0.741 1.712 -0.02 -0.04 -0.73
H -1.693 1.203 -0.118 0.08 0.10 2.16
H -1.685 -1.716 0.876 -0.19 -0.02 -0.53
H 1.174 -1.199 1.059 -1.15 -0.18 -0.08
H -0.236 -2.334 -1.228 0.10 -0.28 0.14
N 1.658 0.335 -0.938 4.25 1.58 -4.45
O 1.015 -0.791 -3.055 0.48 0.59 -1.03